A cluster of 9 separate species, C27H78N12O9 in total, computed with the ωB97M-V functional and the def2-TZVPD basis.

Results
HOMO energy = -9.268 eV
frontier orbital gap = 9.295 eV
SMILES = COC[C@H](C)N.COC[C@H](C)N.COC[C@H](C)N.COC[C@H](C)N.COC[C@H](C)N.COC[C@H](C)N.NC(N)=O.NC(N)=O.NC(N)=O

The geometry in ORCA input format:
```
! RIJCOSX wB97M-V def2-TZVPD def2/J DEFGRID3
* xyz 0 1
C -4.7800 2.4531 -6.3870
O -5.6531 2.3787 -5.5639
N -3.5054 2.2169 -6.1092
N -4.8936 2.8949 -7.6206
H -2.8754 2.1508 -6.8959
H -3.3180 1.6221 -5.3148
H -4.0593 2.9467 -8.1875
H -5.7447 3.1989 -8.0715
C -7.0429 6.4103 -1.4907
O -8.0596 5.9946 -2.0201
N -5.8352 5.9270 -1.6347
N -6.9665 7.5613 -0.8374
H -5.1157 6.3239 -1.0474
H -5.6888 5.1819 -2.3007
H -6.0752 7.7690 -0.4101
H -7.8173 8.0230 -0.5490
C -1.9802 0.6560 -0.6679
O -2.4898 0.2303 -1.6925
N -2.2400 1.7997 -0.1641
N -1.0605 -0.0535 -0.0062
H -3.0284 2.3812 -0.4098
H -1.7511 1.9155 0.7121
H -0.9208 -1.0032 -0.3202
H -0.6377 0.3315 0.8263
C 9.3025 3.5195 1.5312
C 7.9598 3.1983 0.9980
C 7.5214 1.7704 1.2935
O 6.4064 1.4994 0.4370
C 5.6597 0.3697 0.7757
N 6.9021 4.2161 1.3045
H 9.7388 4.5048 1.3672
H 10.0032 2.8505 1.0316
H 9.3716 3.3190 2.6003
H 8.0576 3.1890 -0.0876
H 7.3928 1.7296 2.3751
H 8.2612 1.0105 1.0416
H 4.7018 0.5283 0.2803
H 5.5862 0.4397 1.8609
H 6.0717 -0.5891 0.4611
H 6.6552 4.0468 2.2690
H 6.0471 3.8113 0.9509
C 1.9341 4.3984 2.6607
C 2.2943 3.2881 3.6423
C 2.7196 3.8819 5.0037
O 3.9092 4.6915 4.8872
C 4.4704 5.2284 6.0612
N 1.3009 2.3285 3.7814
H 2.7182 5.1551 2.6869
H 1.1772 5.1072 2.9967
H 1.8940 4.1051 1.6117
H 3.2025 2.8768 3.2016
H 2.9115 3.0058 5.6232
H 1.9768 4.5196 5.4830
H 4.8468 6.2396 5.9068
H 5.3742 4.6330 6.1905
H 3.8508 5.1431 6.9539
H 0.6702 2.8209 4.3979
H 1.7494 1.6477 4.3776
C -0.3632 -10.7077 -2.3792
C -0.5109 -9.5749 -3.4297
C 0.3873 -8.3424 -3.0390
O -0.0492 -7.7205 -1.8248
C 0.7296 -6.6196 -1.4219
N -0.0290 -10.2441 -4.6391
H -1.2880 -11.2838 -2.3497
H -0.3513 -10.3832 -1.3387
H 0.4691 -11.3942 -2.5347
H -1.5561 -9.2878 -3.5441
H 0.2995 -7.5463 -3.7783
H 1.4332 -8.6443 -2.9830
H 1.3258 -6.9128 -0.5578
H -0.0029 -5.9629 -0.9525
H 1.3049 -6.0853 -2.1779
H -0.6064 -11.0728 -4.6366
H -0.4089 -9.7886 -5.4566
C 3.7442 -1.1747 -5.5448
C 2.6481 -0.2638 -5.0450
C 2.8836 1.2025 -5.6131
O 4.2177 1.8267 -5.3963
C 4.5065 2.0249 -4.0113
N 1.3914 -0.9091 -5.4118
H 4.7145 -0.6881 -5.4455
H 3.6044 -1.3865 -6.6048
H 3.7656 -2.1201 -5.0027
H 2.7685 -0.3825 -3.9682
H 2.1107 1.8247 -5.1619
H 2.6130 1.1391 -6.6671
H 4.2683 1.0764 -3.5301
H 3.8881 2.8178 -3.5905
H 5.5663 2.2798 -4.0135
H 0.6622 -0.3156 -5.0429
H 1.3110 -1.7551 -4.8659
C -1.1867 1.3817 9.5544
C -0.7880 2.8664 9.4762
C -1.8807 3.5246 8.5996
O -1.5913 3.2503 7.2606
C -2.3907 3.8859 6.2435
N -0.6824 3.4640 10.7654
H -1.1922 0.9228 8.5658
H -2.1306 1.1768 10.0596
H -0.3495 0.9074 10.0665
H 0.1647 2.9022 8.9478
H -1.7755 4.6034 8.7145
H -2.8782 3.2655 8.9543
H -2.2560 4.9674 6.2636
H -3.4599 3.7295 6.3866
H -2.1738 3.5088 5.2441
H -0.5497 4.4585 10.6493
H -1.4956 3.4335 11.3637
C -4.9617 -4.3130 -3.5738
C -6.0695 -4.3506 -2.5565
C -6.2898 -5.7681 -2.0438
O -6.6466 -6.5807 -3.1192
C -6.5882 -8.0006 -2.9382
N -5.8682 -3.4313 -1.4846
H -5.1498 -5.0487 -4.3559
H -3.9870 -4.7280 -3.3173
H -4.8314 -3.3971 -4.1502
H -6.9387 -4.0701 -3.1515
H -7.0095 -5.8398 -1.2283
H -5.3875 -6.1532 -1.5688
H -7.1640 -8.5750 -3.6639
H -7.0209 -8.3743 -2.0102
H -5.5364 -8.2623 -3.0532
H -5.1775 -2.8321 -1.9135
H -5.3047 -3.9442 -0.8216
*
```

The molecule C3H4N2O, computed with the ωB97M-V functional and the def2-TZVPD basis.

Results
HOMO energy = -8.639 eV
frontier orbital gap = 8.753 eV

The geometry in ORCA input format:
```
! RIJCOSX wB97M-V def2-TZVPD def2/J DEFGRID3
* xyz 0 1
O 0.0129 2.2863 -0.6796
C 0.2892 1.1557 -0.3216
N 1.2991 0.3257 -0.7593
N 0.9183 -0.8900 -0.3270
C -0.2218 -1.0283 0.3003
C -0.7658 0.3394 0.4313
H -1.4738 0.8219 -0.2673
H 1.5540 -1.6538 -0.5459
H -0.5103 -1.9774 0.7381
H -1.1018 0.6205 1.4308
*
```

The molecule C4H6O2, computed with the ωB97M-V functional and the def2-TZVPD basis.

Results
HOMO energy (spin up / spin down) = -8.709 / -8.705 eV
frontier orbital gap (spin up / spin down) = 7.437 / 7.425 eV

The geometry in ORCA input format:
```
! RIJCOSX wB97M-V def2-TZVPD def2/J DEFGRID3
* xyz 0 1
C 1.6522 0.3558 0.5027
C 0.1938 0.2907 0.5922
C -0.5507 0.2827 -0.6351
O -0.0243 0.2570 -1.7904
C -1.6493 -0.9222 -0.3649
O -2.3563 -1.0427 0.5863
H 1.9829 -0.5738 0.0100
H 1.9153 1.1281 -0.2351
H 2.1728 0.4886 1.4512
H -1.3380 1.0760 -0.3801
H -0.3432 0.2132 1.5362
H -1.6553 -1.5533 -1.2731
*
```

A cluster of 2 separate species, C3H5Cl2N in total, computed with the ωB97M-V functional and the def2-TZVPD basis.

Results
HOMO energy = -9.089 eV
frontier orbital gap = 9.123 eV

The geometry in ORCA input format:
```
! RIJCOSX wB97M-V def2-TZVPD def2/J DEFGRID3
* xyz 0 1
C 0.0812 0.4796 -0.3763
C 0.9598 -0.5925 0.6835
C -0.1080 -1.0075 -0.4395
H -1.4735 1.7163 -0.7764
H -0.6123 1.7945 1.3858
H 0.5943 0.9695 -1.3254
H 0.8906 -0.6367 1.7781
H 0.1816 -1.7852 -1.1264
N -1.0534 1.1492 0.1366
Cl 2.5449 -0.7719 -0.0226
Cl -2.0052 -1.3152 0.0827
*
```

A structure of composition C3H9O3, computed with the ωB97M-V functional and the def2-TZVPD basis.

Results
HOMO energy (spin up / spin down) = -9.148 / -9.139 eV
frontier orbital gap (spin up / spin down) = 9.625 / 4.979 eV

The geometry in ORCA input format:
```
! RIJCOSX wB97M-V def2-TZVPD def2/J DEFGRID3
* xyz 0 2
C 0.1369 0.7791 0.9773
O -0.4681 1.6721 0.1409
C 1.0964 -0.0359 0.0916
C 0.3448 -1.2243 -0.6475
O 1.3612 -1.9724 -1.4421
H -0.5147 -0.0060 1.3026
H 0.6567 1.2991 1.8279
H 1.2273 0.6824 -0.7979
H 1.9067 -0.4641 0.7257
H -0.4154 -0.7771 -1.3253
H -0.2541 -1.9085 0.0702
H 2.1490 -1.5828 -1.0700
H -2.7681 0.6461 -0.3607
H -1.6068 1.5967 0.1321
O -2.8518 1.2955 0.3751
*
```

A structure of composition C5H11N3, computed with the ωB97M-V functional and the def2-TZVPD basis.

Results
HOMO energy = -7.118 eV
frontier orbital gap = 7.368 eV

The geometry in ORCA input format:
```
! RIJCOSX wB97M-V def2-TZVPD def2/J DEFGRID3
* xyz 0 1
C 0.6849 0.8594 -0.7924
C 0.0569 0.5915 -2.1084
C 0.5333 0.1371 0.5719
C -0.8644 -0.2561 0.9740
N 1.3770 -0.8789 -0.3738
N -1.4710 0.7501 1.7052
C -1.4372 -1.4139 0.6196
N 1.2392 0.7384 1.5563
H 1.2942 1.7586 -0.7066
H 2.2690 -1.1646 0.0007
H 0.8479 -1.5627 -0.8969
H -2.2824 0.4762 2.2370
H -0.7957 1.2854 2.2386
H 2.2179 0.8494 1.2973
H -0.5866 1.4569 -2.3159
H -0.5553 -0.3094 -2.1226
H 0.7892 0.5333 -2.9195
H -0.9171 -2.1431 0.0200
H -2.3998 -1.7075 1.0154
*
```